The following is a quantum chemistry calculation of 8 unconnected molecules or ions with the total composition C28H67N2O9 in a non-equilibrium geometry, from the Open Molecules 2025 dataset.

Output
Net charge: +1
Gap between HOMO and LUMO in eV: 8.4
M in g mol⁻¹: 575.85
HOMO energy in eV: -11.27

Atoms and positions in Å:
O 0.52 4.56 -1.15
C 0.00 3.95 -2.02
O 0.44 2.72 -2.39
C -1.13 4.52 -2.85
C -1.92 3.43 -3.58
C -3.07 4.00 -4.44
C -4.32 4.04 -3.64
C -4.80 4.95 -2.75
N -5.99 4.43 -2.27
C -6.25 3.27 -2.86
N -5.24 3.02 -3.70
H -0.14 2.02 -2.04
H -0.66 5.17 -3.59
H -1.73 5.12 -2.18
H -2.30 2.71 -2.86
H -1.23 2.89 -4.21
H -3.22 3.30 -5.26
H -2.78 4.98 -4.82
H -4.36 5.88 -2.46
H -6.60 4.85 -1.58
H -7.09 2.62 -2.72
H -5.14 2.21 -4.28
C 0.44 -1.22 -2.37
C -0.99 -1.12 -1.85
C -1.77 -2.40 -2.11
O -1.67 -0.01 -2.45
H 0.44 -1.37 -3.45
H 0.98 -0.29 -2.17
H 0.98 -2.03 -1.90
H -0.97 -0.92 -0.77
H -1.83 -2.59 -3.18
H -2.78 -2.32 -1.73
H -1.29 -3.25 -1.63
H -1.69 -0.16 -3.40
C -0.49 0.57 2.68
C 0.54 -0.54 2.79
C 1.82 -0.06 3.44
O 0.82 -1.08 1.49
H -0.10 1.39 2.06
H -1.40 0.21 2.21
H -0.74 0.97 3.66
H 0.13 -1.37 3.37
H 2.28 0.74 2.84
H 2.55 -0.87 3.51
H 1.64 0.33 4.44
H 1.19 -0.37 0.96
C 5.44 -2.66 -1.55
C 4.09 -3.36 -1.67
C 4.25 -4.82 -2.06
O 3.28 -2.68 -2.64
H 5.97 -2.68 -2.51
H 5.30 -1.61 -1.27
H 6.06 -3.14 -0.80
H 3.56 -3.29 -0.72
H 4.75 -4.91 -3.03
H 3.28 -5.30 -2.14
H 4.85 -5.36 -1.32
H 3.73 -2.73 -3.49
C 1.60 4.46 -7.47
C 0.93 3.68 -6.34
C 1.94 2.88 -5.53
O -0.08 2.81 -6.88
H 2.09 3.78 -8.16
H 0.86 5.02 -8.03
H 2.34 5.15 -7.08
H 0.40 4.37 -5.68
H 2.46 2.15 -6.16
H 1.43 2.34 -4.74
H 2.69 3.54 -5.08
H 0.36 2.18 -7.46
C -5.01 1.06 6.13
C -3.51 1.09 5.87
C -2.76 1.79 6.99
O -3.24 1.74 4.62
H -5.41 2.08 6.19
H -5.53 0.56 5.31
H -5.24 0.54 7.06
H -3.14 0.07 5.76
H -3.09 2.83 7.08
H -1.70 1.80 6.80
H -2.93 1.29 7.95
H -3.56 2.64 4.69
C 0.69 3.15 9.92
C 0.31 1.68 9.82
C 1.39 0.78 10.38
O 0.05 1.34 8.45
H 1.60 3.35 9.35
H -0.10 3.78 9.51
H 0.86 3.44 10.96
H -0.63 1.51 10.35
H 2.33 0.91 9.83
H 1.11 -0.27 10.30
H 1.59 1.01 11.43
H 0.86 1.48 7.95
C 2.79 -9.90 -3.28
C 3.24 -8.79 -2.34
C 2.11 -8.33 -1.43
O 3.74 -7.69 -3.09
H 1.98 -9.55 -3.93
H 3.61 -10.22 -3.92
H 2.42 -10.77 -2.72
H 4.07 -9.15 -1.73
H 1.28 -7.93 -2.03
H 2.45 -7.54 -0.77
H 1.72 -9.16 -0.83
H 3.03 -7.36 -3.64